A 6-piece molecular cluster, C12H36O10 overall at a distorted geometry, computed with the ωB97M-V functional and the def2-TZVPD basis.

```
58
Properties=species:S:1:pos:R:3:forces:R:3
C 3.1732 -2.3921 -1.2789 0.2 -2.5 1.3
C 2.4847 -1.0514 -1.0181 -0.8 -1.1 -1.4
O 2.7800 -0.5263 0.2419 0.3 1.6 0.6
H 2.9194 -3.0108 -0.3396 0.4 0.7 -1.1
H 4.2866 -2.4507 -1.3350 -0.8 0.6 -0.1
H 2.7792 -3.0980 -2.0752 0.2 1.5 0.5
H 1.3775 -1.3058 -1.1185 1.1 0.8 0.1
H 2.7912 -0.2248 -1.7090 -0.5 -0.9 0.4
H 2.8391 -1.0542 1.0334 -0.2 -1.0 -0.2
C -0.2706 -1.8008 1.7465 0.9 -2.3 -0.2
C -1.1437 -2.1753 0.5497 -0.3 2.2 -0.4
O -1.9017 -1.0012 0.0300 -0.1 -0.7 0.4
H 0.3318 -2.7531 2.0469 -1.2 1.5 -0.2
H -0.7356 -1.3419 2.6127 -0.3 -0.2 -0.1
H 0.4729 -1.1511 1.3359 0.6 0.8 0.0
H -1.9433 -2.8828 0.7380 0.2 -0.2 0.1
H -0.4697 -2.5015 -0.2527 -0.3 -0.3 0.1
H -1.4274 -0.1662 -0.1780 0.5 -0.6 0.1
C 5.0561 1.8890 -0.6728 -0.1 0.0 -0.4
C 5.5537 2.6292 0.5324 0.6 -1.0 1.8
O 5.0790 3.9437 0.5864 2.1 0.4 -0.5
O 3.6229 1.8616 -0.7167 0.7 0.1 -0.1
H 5.5903 0.9316 -0.8057 -0.7 -0.2 0.4
H 5.3711 2.4388 -1.5370 -0.1 0.6 -0.6
H 6.6485 2.7877 0.5341 -0.4 -0.6 -0.2
H 5.3144 1.9805 1.4755 0.2 1.3 -1.2
H 4.2108 3.9740 0.8807 -2.6 -0.1 0.7
H 3.2798 1.1795 -0.1257 0.2 -0.3 0.2
C -4.2116 1.2756 3.6984 -0.5 1.0 -1.7
C -4.5648 0.4561 2.4340 1.6 0.3 1.7
O -3.4781 -0.4915 2.4314 -0.1 0.0 -2.3
O -2.8853 1.7506 3.5617 -1.0 2.4 0.8
H -4.3868 0.5920 4.5221 0.3 0.2 0.5
H -4.7887 2.2321 3.7973 0.1 -1.1 0.1
H -4.5838 1.0228 1.5274 0.1 0.6 -0.5
H -5.5120 -0.0025 2.5621 -0.9 -0.8 0.1
H -3.1101 -0.4452 1.4986 -0.2 -0.6 1.4
H -2.2524 1.0974 3.4057 1.0 -2.2 -0.3
C -2.0601 -3.1218 -4.4866 -1.7 -0.8 -0.4
C -2.4425 -2.9800 -3.0086 2.4 -0.6 -0.6
O -2.3577 -1.5939 -2.8033 -0.3 0.2 0.6
O -3.1510 -2.5809 -5.3092 0.7 1.2 1.3
H -2.0158 -4.2025 -4.7101 -0.1 0.4 -0.2
H -1.0711 -2.6879 -4.7416 -0.6 0.1 0.4
H -1.6050 -3.5449 -2.4264 -1.5 0.8 -0.5
H -3.4435 -3.3877 -2.7790 0.4 0.0 -0.2
H -2.3890 -1.4558 -1.8522 0.0 0.5 0.4
H -3.4204 -1.7026 -4.8925 0.7 -1.7 -0.7
C -0.3191 3.5124 1.0652 0.1 -1.8 -1.1
C -0.0368 2.1062 0.4762 1.1 0.6 -1.9
O -0.8680 1.5881 -0.5703 -0.7 0.4 -0.4
O -1.6686 3.7201 1.3762 -0.1 -1.0 0.5
H 0.0761 4.2052 0.3384 -0.4 0.8 -0.1
H 0.3144 3.5297 1.9352 0.4 0.4 0.6
H -0.0947 1.3561 1.2058 -0.3 -1.0 1.4
H 1.0009 2.0329 0.0745 -0.3 0.5 0.6
H -0.8131 2.0723 -1.4185 0.2 -0.2 0.9
H -1.9314 2.9197 1.9068 -0.2 1.2 -0.4
```
Positions in Å, forces in eV/Å.

As for the net charge: 0. The LUMO energy comes out at 0.2438 eV. Its relative energy (zero: lowest compared OMol25 entry of this formula, charge and spin) is 0.908 eV. As for the spin multiplicity: 1. The value obtained for the HOMO energy is -10.117 eV. As for the total energy: -1231.0668 hartree. The SMILES is OCCO.OCCO.OCCO.OCCO.CCO.CCO.